Entry 1:
Density functional theory data (wB97M-V/def2-TZVPD) for C8H64I2NO23S as an isolated structure in a non-equilibrium geometry.

Last column: Löwdin charge in e.
CARTESIAN COORDINATES (ANGSTROEM)
H  0.86  5.20  -2.62  0.054
H  -2.16  -7.51  7.29  0.038
H  -3.05  -3.56  -2.55  0.032
H  -1.80  -7.14  2.15  -0.002
O  2.87  -2.34  6.80  -0.065
H  2.99  -0.75  -2.04  0.082
H  4.90  -0.20  -1.13  0.072
H  -0.48  -1.00  -0.43  0.027
O  1.32  -1.25  -6.18  -0.051
H  -4.48  -0.50  -4.37  0.011
H  -2.68  -0.02  3.88  0.050
H  -6.74  -1.01  -3.04  0.051
H  0.63  -1.01  -3.72  0.078
O  2.58  -0.99  4.21  -0.081
H  0.59  -0.65  -6.36  0.037
H  0.77  -3.99  2.82  0.044
H  -4.17  -1.94  -4.00  0.013
H  -5.87  -4.17  -0.35  0.045
H  2.63  -2.07  5.90  -0.015
H  0.26  4.15  4.21  0.040
O  5.04  2.06  2.07  -0.062
O  -0.90  6.83  -3.55  -0.054
H  -2.40  7.63  -0.44  0.032
H  -1.36  7.98  3.23  0.020
H  3.54  -1.06  4.24  0.050
C  0.97  4.16  -2.43  -0.197
O  3.13  0.99  6.27  -0.036
C  -0.34  3.69  -1.85  -0.715
H  1.22  3.72  -3.37  0.067
H  -0.37  7.26  -2.87  0.037
C  4.65  0.54  -1.84  -0.078
H  -2.34  -9.47  3.25  0.051
H  7.07  2.33  -4.86  -0.013
O  -3.75  -1.11  -4.21  -0.068
H  -3.96  -2.67  -1.72  -0.007
O  -6.31  -0.17  -3.24  -0.043
H  -1.65  -0.21  -2.88  0.082
O  7.95  2.71  -4.78  -0.048
H  0.91  -1.09  -2.02  0.065
H  2.38  -0.21  4.78  0.010
H  0.89  -2.04  -5.85  0.038
H  -0.90  1.72  -1.08  0.030
O  -4.34  -1.20  -0.32  -0.055
H  2.21  -2.98  7.05  0.026
C  3.24  0.23  -2.33  -0.368
H  -0.81  -4.25  -1.29  -0.003
H  -0.47  7.10  4.10  -0.013
O  0.02  5.06  4.47  -0.052
H  -0.86  7.43  -4.30  0.043
H  2.77  2.19  -1.88  0.038
O  -1.94  -8.24  6.71  -0.045
H  -4.77  -2.01  -0.01  0.012
I  -0.37  4.28  0.24  1.010
H  -2.15  -0.64  -0.70  0.062
H  -1.21  -5.80  1.71  -0.017
O  -1.65  7.62  0.15  -0.090
H  -2.68  1.11  4.89  0.053
O  0.55  0.90  3.69  -0.073
H  2.89  1.75  6.80  0.052
O  -3.94  -3.51  -2.20  -0.045
H  5.30  0.48  -2.67  0.056
H  -1.49  6.69  0.33  -0.117
H  -6.59  -3.99  0.98  0.052
H  -1.43  2.04  -2.66  0.087
H  -1.13  4.18  -2.35  0.061
H  4.08  0.94  6.33  0.054
O  -2.04  -8.57  3.42  -0.044
H  -1.69  -5.20  -0.49  0.035
O  -5.87  -3.64  0.45  -0.038
H  -0.98  -8.30  6.75  0.041
O  -2.36  0.87  4.02  -0.043
O  0.22  -4.29  2.09  -0.035
H  4.72  1.49  -1.38  0.069
I  1.90  0.77  0.29  1.116
H  8.43  2.35  -5.52  0.038
H  4.17  1.69  1.97  -0.054
H  4.87  2.10  -5.07  0.052
H  -7.03  0.43  -3.41  0.052
H  -0.93  5.04  4.50  0.038
C  -0.60  2.15  -2.00  -0.391
H  4.59  0.78  -5.75  0.060
H  -2.39  -8.38  4.30  0.029
H  5.54  1.71  1.33  0.024
C  -1.31  -1.15  -1.09  -0.093
O  4.98  1.15  -4.95  -0.034
H  -0.34  0.53  3.60  0.012
S  0.76  1.22  -2.75  1.112
N  -1.03  -0.88  -2.49  -0.101
H  1.74  4.08  -1.70  0.041
O  -0.63  8.02  3.85  -0.050
C  2.28  1.26  -1.75  -0.864
O  -2.04  -6.29  1.76  -0.080
H  -5.07  -0.60  -0.53  0.050
C  0.32  -0.61  -2.76  -0.332
H  3.16  0.31  -3.39  0.085
H  0.26  -3.57  1.46  0.022
H  -1.55  -2.19  -1.02  0.055
O  -0.78  -5.07  -0.80  -0.042
H  1.04  0.54  2.96  -0.079

Summary:
Highest occupied orbital energy   -11.81 eV
Charge   +1
HOMO-LUMO gap   0.3176 hartree
Lowest unoccupied orbital energy   -3.16 eV
Energy   -3121.731619 a.u.

---

Entry 2:
Density functional theory data (wB97M-V/def2-TZVPD) for a 7-piece molecular cluster, C16H48N6O7 overall in a non-equilibrium geometry.

Last column: Löwdin charge in e.
CARTESIAN COORDINATES (ANGSTROEM)
H  -3.07  -0.45  -0.49  0.118
O  -0.88  1.08  -3.56  -0.104
N  -5.06  -0.42  0.14  0.012
H  4.29  -3.23  -3.40  0.074
O  3.79  0.98  -3.35  -0.008
N  -2.86  2.60  5.81  0.015
O  5.35  -1.13  -2.55  -0.120
H  -3.93  -0.75  2.52  0.122
H  -2.17  -0.83  4.09  0.088
N  3.65  0.76  -5.55  0.120
C  -3.19  -0.86  1.73  -0.194
H  -1.82  0.92  -3.62  0.077
H  -2.97  2.98  6.74  0.060
H  1.01  -4.72  2.73  0.068
H  0.36  -3.14  2.22  0.050
H  1.73  -3.25  0.18  0.015
H  0.53  -5.78  0.38  0.103
H  -1.34  3.85  5.51  0.132
H  -2.66  1.69  1.07  0.052
N  -0.31  -0.30  -0.54  0.188
C  3.63  -2.63  -2.78  -0.091
H  4.72  -0.55  -2.98  0.006
H  1.99  -0.82  -2.46  0.073
H  -0.49  -1.24  3.50  0.085
H  -0.77  2.59  -6.64  0.043
H  3.08  -0.07  -5.59  0.074
O  1.50  -1.56  -0.19  0.027
C  -3.56  1.42  0.51  -0.060
C  -1.45  2.77  5.48  -0.449
H  1.52  2.11  2.19  0.088
H  4.03  -1.39  -0.98  0.092
H  0.78  0.63  2.78  0.077
C  -0.62  2.06  6.53  -0.053
H  2.85  -3.26  -2.35  0.058
H  -0.32  -4.42  -0.07  0.096
H  -1.65  -2.32  3.29  0.071
H  3.03  -1.93  -3.37  0.041
H  -4.41  1.76  1.09  0.069
H  -0.69  -4.48  2.43  0.055
N  1.18  -0.37  -2.04  0.214
H  -0.84  0.16  -1.27  0.089
H  -5.63  -0.37  0.97  0.059
H  -0.85  0.45  -5.51  0.091
C  0.49  -4.71  0.60  -0.316
H  3.81  1.21  -6.44  -0.004
H  -0.86  1.00  6.64  0.077
C  -0.48  1.27  -4.90  -0.399
O  0.25  2.46  3.80  -0.187
H  -1.53  1.28  4.01  0.094
C  3.96  1.43  -4.47  -0.864
C  0.31  -4.22  2.07  -0.071
H  -5.12  -1.42  0.02  0.057
H  -3.21  -1.93  1.54  0.117
H  -3.67  1.98  -0.41  0.071
H  4.40  3.19  -3.98  0.102
C  -1.04  2.52  -5.59  -0.197
C  -3.63  -0.13  0.39  -0.382
N  4.34  2.61  -4.80  0.119
H  -1.72  2.80  3.27  0.121
C  0.60  1.69  2.59  -0.056
H  5.21  -2.64  -1.16  0.106
H  0.59  1.48  -5.01  0.090
C  -1.56  -1.23  3.28  -0.106
H  0.40  1.97  6.17  0.076
O  1.68  -4.20  0.06  -0.106
H  -0.17  1.83  1.83  0.068
H  -0.75  3.38  -4.98  0.061
C  4.56  -1.97  -1.73  -0.291
H  -0.75  2.52  7.51  0.075
O  -1.82  -0.62  1.99  -0.216
H  -3.50  3.24  5.35  0.065
H  -2.12  2.37  -5.49  0.053
H  -0.65  -0.38  0.41  0.073
H  0.52  0.17  -2.58  0.074
H  4.28  2.95  -5.75  0.014
C  -1.16  2.31  4.06  -0.205
C  0.86  -0.79  -0.87  -0.736

Summary:
Highest occupied orbital energy (alpha / beta)   0.44 / -6.44 eV
Charge   -1
2S+1   2
HOMO-LUMO gap (alpha / beta)   0.0639 / 0.3162 hartree
Lowest unoccupied orbital energy (alpha / beta)   2.18 / 2.17 eV
Energy   -1493.529898 a.u.
<S²>   0.7504

---

Entry 3:
Density functional theory data (wB97M-V/def2-TZVPD) for a 4-piece molecular cluster, C4H13NO3 overall in a non-equilibrium geometry.

Last column: Löwdin charge in e.
CARTESIAN COORDINATES (ANGSTROEM)
H  1.55  1.91  -2.15  0.045
H  -1.63  0.76  1.00  -0.029
H  0.42  0.60  3.48  0.055
H  -0.14  -1.12  3.38  0.063
C  1.17  -2.14  -0.91  -0.281
N  0.53  -1.03  -0.79  -0.171
C  0.41  -0.20  1.56  -0.208
H  -1.22  -0.81  0.36  0.085
H  -1.30  0.09  3.12  0.071
H  1.35  -2.95  -0.19  -0.022
H  -2.33  2.08  0.85  -0.002
H  1.69  -2.25  -1.89  -0.009
H  0.55  0.26  -2.95  0.011
H  0.29  1.71  -1.44  0.004
H  1.38  0.28  1.45  0.082
O  0.71  2.39  -1.98  -0.090
O  -2.43  1.25  1.25  -0.068
C  -0.13  -0.69  0.41  -0.270
H  -0.82  0.09  -3.61  0.078
O  0.17  -0.12  -3.83  -0.179
C  -0.21  -0.10  2.92  -0.163

Summary:
Highest occupied orbital energy (alpha / beta)   0.12 / -3.72 eV
Charge   -1
2S+1   2
HOMO-LUMO gap (alpha / beta)   0.1276 / 0.2661 hartree
Lowest unoccupied orbital energy (alpha / beta)   3.60 / 3.52 eV
Energy   -440.571237 a.u.
<S²>   0.7532

---

Entry 4:
Density functional theory data (wB97M-V/def2-TZVPD) for one molecule with the formula C4H4NP in a non-equilibrium geometry.

Last column: Löwdin charge in e.
CARTESIAN COORDINATES (ANGSTROEM)
C  1.28  0.58  0.66  0.098
H  3.35  -0.48  0.24  0.134
N  -1.15  0.62  0.36  -0.158
C  2.32  -0.07  -0.19  -0.159
H  -2.93  -0.48  -1.09  -0.156
P  -2.73  -0.57  0.33  0.740
H  -3.70  0.50  0.73  -0.121
C  -0.01  0.16  0.25  -0.596
C  0.97  -0.78  -0.13  0.110
H  2.61  0.51  -1.15  0.108

Summary:
Highest occupied orbital energy   -8.82 eV
HOMO-LUMO gap   0.2958 hartree
Lowest unoccupied orbital energy   -0.77 eV
SMILES string   PN=c1c2c1C2
Energy   -550.666185 a.u.

---

The lowest energy belongs to which entry? C8H64I2NO23S

---

Among the records above, which one has the lowest energy? C8H64I2NO23S

---

Number 2 is which compound? C16H48N6O7

---

Repeat the fourth record exactly.
Density functional theory data (wB97M-V/def2-TZVPD) for one molecule with the formula C4H4NP in a non-equilibrium geometry.

Last column: Löwdin charge in e.
CARTESIAN COORDINATES (ANGSTROEM)
C  1.28  0.58  0.66  0.098
H  3.35  -0.48  0.24  0.134
N  -1.15  0.62  0.36  -0.158
C  2.32  -0.07  -0.19  -0.159
H  -2.93  -0.48  -1.09  -0.156
P  -2.73  -0.57  0.33  0.740
H  -3.70  0.50  0.73  -0.121
C  -0.01  0.16  0.25  -0.596
C  0.97  -0.78  -0.13  0.110
H  2.61  0.51  -1.15  0.108

Summary:
Highest occupied orbital energy   -8.82 eV
HOMO-LUMO gap   0.2958 hartree
Lowest unoccupied orbital energy   -0.77 eV
SMILES string   PN=c1c2c1C2
Energy   -550.666185 a.u.